The following is a DFT calculation (the ωB97M-V functional and the def2-TZVPD basis) of a cluster of 6 separate species, C17H40N4O5 in total.

ORCA input file:
```
! RIJCOSX wB97M-V def2-TZVPD def2/J DEFGRID3
* xyz 0 1
H -0.995 0.350 -1.612
N -0.362 0.031 -2.346
C -0.680 -1.132 -2.733
C -1.811 -1.948 -2.164
C 0.096 -1.845 -3.820
C 1.454 -1.242 -4.271
N 1.512 0.194 -4.472
C 1.775 -1.883 -5.571
N 1.992 -2.387 -6.576
C 2.603 -1.671 -3.318
C 2.602 -0.958 -2.043
N 2.612 -0.405 -1.041
H -2.172 -2.703 -2.864
H -2.650 -1.302 -1.894
H -1.461 -2.452 -1.258
H 0.264 -2.870 -3.467
H -0.565 -1.952 -4.686
H 0.736 0.501 -5.048
H 1.410 0.660 -3.576
H 3.559 -1.488 -3.812
H 2.532 -2.741 -3.116
C 0.971 0.119 2.546
C 0.380 1.147 1.600
O 1.354 1.694 0.720
H 1.783 0.560 3.124
H 0.214 -0.257 3.237
H 1.377 -0.727 1.987
H -0.025 1.986 2.166
H -0.446 0.708 1.028
H 1.725 0.971 0.195
C 2.026 5.518 0.278
C 1.542 5.427 1.712
O 0.478 4.498 1.861
H 1.205 5.804 -0.380
H 2.826 6.255 0.180
H 2.406 4.551 -0.058
H 1.148 6.388 2.045
H 2.372 5.159 2.377
H 0.812 3.636 1.582
C -0.123 -4.785 2.057
C -0.394 -5.282 0.651
O -0.195 -4.264 -0.328
H -0.763 -3.933 2.289
H -0.311 -5.571 2.790
H 0.916 -4.465 2.164
H -1.434 -5.587 0.539
H 0.234 -6.149 0.422
H 0.723 -3.976 -0.273
C 0.696 8.588 4.602
C 0.151 9.684 3.706
O 0.489 10.987 4.170
H 0.329 8.713 5.621
H 0.395 7.604 4.240
H 1.788 8.619 4.631
H -0.938 9.655 3.687
H 0.504 9.546 2.678
H 1.449 11.058 4.188
C -4.074 -7.939 0.203
C -4.560 -6.865 -0.752
O -3.545 -6.440 -1.655
H -3.213 -7.584 0.771
H -4.860 -8.222 0.904
H -3.770 -8.835 -0.344
H -4.852 -5.970 -0.202
H -5.437 -7.216 -1.304
H -3.269 -7.201 -2.175
*
```

Values from the calculation:
highest occupied orbital energy = -0.3591 Eh
strongest force on any atom = 0.006 hartree/bohr

Charge distribution, Mulliken scheme, values in e:
1. H 0.248
2. N -0.490
3. C 0.859
4. C -1.492
5. C -1.454
6. C 1.362
7. N -0.711
8. C -0.195
9. N -0.496
10. C -0.820
11. C 0.233
12. N -0.568
13. H 0.387
14. H 0.492
15. H 0.233
16. H 0.391
17. H 0.528
18. H 0.322
19. H 0.279
20. H 0.425
21. H 0.371
22. C -1.087
23. C -0.022
24. O -0.465
25. H 0.291
26. H 0.350
27. H 0.250
28. H 0.391
29. H 0.082
30. H 0.305
31. C -1.049
32. C 0.123
33. O -0.529
34. H 0.277
35. H 0.354
36. H 0.275
37. H -0.017
38. H 0.272
39. H 0.308
40. C -1.108
41. C -0.003
42. O -0.423
43. H 0.281
44. H 0.372
45. H 0.329
46. H 0.037
47. H 0.248
48. H 0.233
49. C -0.961
50. C -0.234
51. O -0.519
52. H 0.305
53. H 0.270
54. H 0.321
55. H 0.287
56. H 0.241
57. H 0.295
58. C -0.881
59. C -0.297
60. O -0.481
61. H 0.165
62. H 0.323
63. H 0.321
64. H 0.269
65. H 0.320
66. H 0.280


The following is a DFT calculation (the ωB97M-V functional and the def2-TZVPD basis) of the molecule C4H10O2 in a non-equilibrium geometry.

ORCA input file:
```
! RIJCOSX wB97M-V def2-TZVPD def2/J DEFGRID3
* xyz 0 1
C 0.200 1.976 -0.018
O 0.710 0.626 -0.505
C 0.319 -0.564 0.220
C 0.484 -0.165 1.642
O -0.823 -1.144 -0.095
C -0.779 -1.322 -1.455
H 0.295 2.795 -0.705
H -0.865 1.929 -0.299
H 0.478 2.037 1.098
H 1.171 -1.176 0.032
H -0.452 0.167 2.027
H 0.569 -1.313 1.977
H 1.409 0.476 1.593
H -1.917 -1.589 -1.785
H -0.451 -2.322 -1.799
H -0.348 -0.412 -1.927
*
```

Values from the calculation:
highest occupied orbital energy = -0.3695 Eh
energy above the lowest of the compared OMol25 structures with the same formula, charge and spin = 92.9 kcal/mol
strongest force on any atom = 0.112 hartree/bohr

Charge distribution, Mulliken scheme, values in e:
1. C -0.667
2. O -0.453
3. C 0.507
4. C -1.388
5. O -0.388
6. C -0.719
7. H 0.320
8. H 0.232
9. H 0.281
10. H 0.383
11. H 0.323
12. H 0.350
13. H 0.377
14. H 0.200
15. H 0.288
16. H 0.356


The following is a DFT calculation (the ωB97M-V functional and the def2-TZVPD basis) of a structure of composition C17H22Cl2N5O2OsS in a non-equilibrium geometry.

ORCA input file:
```
! RIJCOSX wB97M-V def2-TZVPD def2/J DEFGRID3
* xyz 3 1
Os 0.707 0.886 -0.300
Cl -1.246 -3.591 -1.183
C -1.036 -2.883 0.333
C -1.467 -3.509 1.489
C -1.287 -2.920 2.735
Cl -1.844 -3.711 4.110
C -0.634 -1.636 2.858
C -0.388 -0.972 4.071
C 0.242 0.252 4.056
C 0.615 0.818 2.835
N 0.378 0.198 1.688
C -0.223 -1.009 1.687
C -0.388 -1.610 0.406
O 0.054 -1.006 -0.627
H -1.950 -4.475 1.414
H -0.687 -1.429 5.005
H 0.453 0.787 4.972
H 1.111 1.778 2.789
N 6.957 -0.999 -1.154
C 6.069 -0.034 -1.283
N 6.359 1.080 -1.940
N 4.869 -0.238 -0.718
C 3.723 0.185 -0.586
N 2.598 0.487 -0.361
H 7.888 -0.933 -1.536
H 6.712 -1.852 -0.676
H 7.268 1.222 -2.354
H 5.716 1.852 -1.972
C -4.610 2.793 -3.098
C -4.139 3.690 -1.955
C -3.327 2.969 -0.877
S -1.901 2.121 -1.588
O -1.212 1.480 -0.323
C -0.771 3.499 -2.011
C 0.233 3.853 -0.920
C -0.353 4.438 0.359
H -5.159 3.380 -3.832
H -5.277 2.007 -2.742
H -3.778 2.318 -3.623
H -5.005 4.110 -1.443
H -3.580 4.541 -2.351
H -3.906 2.164 -0.419
H -2.959 3.640 -0.102
H -1.395 4.360 -2.251
H -0.269 3.180 -2.925
H 0.938 4.565 -1.352
H 0.886 2.959 -0.668
H -1.032 5.256 0.110
H 0.437 4.860 0.979
H -0.891 3.697 0.946
*
```

Values from the calculation:
highest occupied orbital energy (alpha / beta) = -0.6069 / -0.6071 Eh
strongest force on any atom = 0.084 hartree/bohr

Charge distribution, Mulliken scheme, values in e:
1. Os 1.092
2. Cl -0.063
3. C 0.310
4. C -0.617
5. C 0.733
6. Cl -0.088
7. C -0.289
8. C -0.555
9. C -0.827
10. C -0.238
11. N -0.168
12. C 0.721
13. C 0.694
14. O -0.759
15. H 0.508
16. H 0.486
17. H 0.455
18. H 0.519
19. N -0.326
20. C 0.681
21. N -0.312
22. N -0.458
23. C 0.966
24. N -1.087
25. H 0.218
26. H 0.241
27. H 0.236
28. H 0.197
29. C -1.112
30. C -0.440
31. C -0.585
32. S 0.251
33. O -0.324
34. C -0.728
35. C 0.159
36. C -1.177
37. H 0.380
38. H 0.321
39. H 0.336
40. H 0.377
41. H 0.270
42. H 0.465
43. H 0.334
44. H 0.469
45. H 0.443
46. H 0.524
47. H -0.284
48. H 0.396
49. H 0.417
50. H 0.240


Asked for energy across the records above, the calculation gives -1266.8847 -308.7501 -2493.4655 Eh in order.